{
  "formula": "C4H7NO2",
  "method": "ωB97M-V/def2-TZVPD",
  "max_force_ev_per_a": 2.2,
  "e_tot_ha": -361.7178,
  "de_lowest_kcal_mol": 102.3,
  "orbital_gap_ev": 8.74,
  "elements": ["C", "N", "C", "C", "C", "O", "O", "H", "H", "H", "H", "H", "H", "H"],
  "xyz": [[1.26161, -0.18808, -0.51162], [1.02710, 1.19118, -0.40918], [-0.21605, 1.05350, 0.40895], [-0.86546, -0.17440, -0.59708], [-1.47503, -1.22193, -0.04753], [1.55394, -0.85666, 0.54990], [-0.01876, 0.65968, 1.63886], [0.92872, -0.30868, 1.38387], [1.76767, 1.73250, 0.02420], [1.53447, -0.60864, -1.47910], [-0.91163, 1.88161, 0.24263], [-1.12342, 0.16270, -1.59585], [-2.22257, -1.80021, -0.57496], [-1.24057, -1.52258, 0.96689]],
  "forces_ev_per_a": [[1.5, -0.1, 1.7], [-0.4, 0.5, -0.3], [-0.1, -1.4, -1.5], [-0.8, 1.0, 0.9], [0.2, 0.1, -0.2], [-0.5, 0.4, -1.0], [0.8, -0.9, 0.3], [-0.6, 1.0, -0.3], [0.1, -0.2, 0.3], [-0.4, -0.3, 0.1], [0.1, 0.0, 0.1], [0.0, -0.1, -0.1], [0.1, -0.1, -0.1], [-0.1, 0.1, 0.1]]
}

{
  "formula": "C4H7NO2",
  "method": "ωB97M-V/def2-TZVPD",
  "max_force_ev_per_a": 2.0,
  "e_tot_ha": -361.8240,
  "de_lowest_kcal_mol": 35.7,
  "orbital_gap_ev": 9.18,
  "smiles": "C=C(C)O.N=C=O",
  "elements": ["C", "C", "C", "O", "H", "H", "H", "H", "H", "H", "N", "C", "O", "H"],
  "xyz": [[-0.28076, 0.98751, -0.91522], [-0.00743, 0.93905, 0.39012], [-0.66403, 1.85446, 1.38390], [1.11899, 0.37674, 0.91900], [-1.11261, 1.55006, -1.29588], [0.26816, 0.45262, -1.67089], [0.05533, 2.59598, 1.72894], [-0.98434, 1.28611, 2.25555], [-1.50130, 2.38431, 0.94068], [1.55249, -0.18499, 0.26224], [0.06133, -3.63763, -1.18726], [0.59075, -2.58216, -1.00518], [1.36929, -1.72352, -1.14265], [-0.46587, -4.29855, -0.66335]],
  "forces_ev_per_a": [[-0.3, -0.5, 0.0], [0.7, 1.6, -0.5], [0.0, -0.5, 0.1], [-0.3, -0.5, 0.2], [-0.3, 0.2, 0.2], [0.3, -0.2, 0.1], [0.1, 0.0, 0.0], [-0.1, 0.1, 0.1], [-0.1, -0.1, 0.0], [-0.1, 0.1, -0.1], [-0.9, -0.3, 0.1], [1.5, -0.9, -1.1], [-0.3, 1.0, 0.7], [-0.2, 0.1, 0.3]]
}

{
  "formula": "C4H7NO2",
  "method": "ωB97M-V/def2-TZVPD",
  "max_force_ev_per_a": 3.3,
  "e_tot_ha": -361.7005,
  "de_lowest_kcal_mol": 113.2,
  "orbital_gap_ev": 9.55,
  "elements": ["O", "C", "C", "N", "C", "C", "O", "H", "H", "H", "H", "H", "H", "H"],
  "xyz": [[-1.25797, 0.53134, 1.94804], [-0.54887, -0.19979, 0.99886], [-1.03538, -0.28161, -0.48228], [0.09241, -0.90484, -1.02556], [1.13157, 0.05640, -0.80557], [0.85662, 0.33619, 0.71827], [1.52655, 0.85956, 1.56970], [-0.59253, 0.95596, 2.51356], [-0.42717, -1.24631, 1.37714], [-1.99302, -0.80213, -0.62208], [-0.70307, 1.12178, -1.53126], [-0.04412, -1.15657, -1.99279], [0.85214, 0.98660, -1.64353], [2.14285, -0.25657, -1.02250]],
  "forces_ev_per_a": [[0.2, 0.3, -0.1], [0.1, 0.4, -0.6], [0.0, 0.8, -0.7], [0.2, -0.4, -0.5], [0.0, 1.1, -1.0], [0.0, 0.4, -0.4], [0.1, 0.0, -0.7], [-0.2, 0.0, -0.1], [-0.2, 0.4, -0.6], [0.3, 0.5, -0.3], [-1.6, -1.6, 2.4], [0.2, -0.1, 0.0], [0.6, -1.4, 2.5], [0.2, -0.3, 0.1]]
}